{"formula": "C19H37Cl6Cu2O7S2", "method": "wB97M-V/def2-TZVPD", "elements": ["Cu", "Cu", "C", "O", "H", "H", "H", "C", "C", "C", "S", "O", "O", "C", "H", "H", "H", "H", "H", "H", "H", "H", "C", "C", "C", "S", "O", "O", "C", "H", "H", "H", "H", "H", "H", "H", "H", "O", "C", "O", "C", "C", "C", "H", "H", "H", "H", "H", "H", "Cl", "C", "C", "Cl", "H", "H", "H", "H", "Cl", "C", "C", "Cl", "H", "H", "H", "H", "Cl", "C", "C", "Cl", "H", "H", "H", "H"], "coordinates": [[1.400180, -3.768330, -0.205142], [3.190551, -2.573740, 2.373861], [0.360034, -1.262670, 0.758668], [1.182465, -1.967546, 1.677712], [-0.685789, -1.607810, 0.734924], [0.394910, -0.184749, 0.956169], [0.682965, -1.433726, -0.288646], [0.716417, 3.383282, -2.828942], [0.557639, 3.542497, -1.329005], [-0.613359, 2.672389, -0.916465], [-1.889235, 3.093811, -2.176314], [-2.429080, 4.398392, -1.876933], [-2.741757, 1.969601, -2.442483], [-0.651360, 3.332151, -3.504610], [1.241404, 2.432079, -2.991537], [1.320186, 4.128469, -3.342529], [0.264128, 4.571380, -1.093294], [1.422009, 3.291949, -0.725891], [-0.917697, 2.755245, 0.121591], [-0.483332, 1.614730, -1.184261], [-0.872226, 4.186437, -4.134244], [-0.806353, 2.444212, -4.119012], [-1.380928, -1.187236, -2.607779], [-2.682883, -1.385072, -3.421971], [-2.448345, -0.819292, -4.788765], [-0.699817, -1.047432, -5.186370], [-0.135558, 0.179505, -5.651444], [-0.477424, -2.278853, -5.890940], [-0.144530, -1.447913, -3.450867], [-1.446011, -1.903602, -1.779296], [-1.351419, -0.199239, -2.159343], [-3.466336, -0.803156, -2.941087], [-3.011853, -2.422048, -3.463353], [-2.559247, 0.262143, -4.772628], [-2.810293, -1.322725, -5.688337], [0.744272, -0.854011, -3.254526], [0.077167, -2.511779, -3.393888], [5.630905, -0.087137, -1.924787], [4.957195, 0.395949, -1.079989], [5.535714, 1.002440, -0.002541], [4.538235, 1.318015, 0.989155], [3.135281, 1.083719, 0.387433], [3.484625, 0.204617, -0.816619], [4.722676, 2.301562, 1.405881], [4.761890, 0.531035, 1.731900], [2.768064, 2.064886, 0.098291], [2.456562, 0.680749, 1.127769], [2.930677, 0.466838, -1.719847], [3.200489, -0.829765, -0.592342], [-5.209662, -0.463711, 4.048061], [-3.432056, -0.566496, 4.158867], [-2.739747, 0.048838, 3.004141], [-2.705022, 1.825319, 2.942723], [-3.120531, -1.598625, 4.295806], [-3.175290, -0.083856, 5.099581], [-2.974304, -0.306279, 2.002030], [-1.676974, -0.228890, 3.086896], [-2.081845, -6.756847, 3.329028], [-2.489633, -5.378637, 2.295288], [-1.793302, -4.126871, 2.769459], [-1.846262, -3.768656, 4.501143], [-3.570661, -5.291642, 2.249969], [-2.157666, -5.558283, 1.272450], [-2.095355, -3.197438, 2.271273], [-0.747870, -4.132890, 2.432880], [0.835536, 2.797899, 2.938269], [1.976294, 1.684136, 3.688698], [1.835807, 1.436690, 5.156758], [1.776573, 2.927918, 6.149622], [3.033151, 1.859798, 3.474099], [1.830877, 0.724457, 3.175463], [2.631465, 0.804127, 5.552139], [0.924666, 0.939706, 5.488004]], "forces_ev_per_angstrom": [[-0.190, 1.039, 1.069], [-1.790, 0.795, -0.674], [0.533, -0.145, -0.621], [1.389, -2.028, -0.358], [0.141, 0.036, 0.592], [-0.179, -0.097, -0.099], [0.113, 0.465, -0.018], [0.628, -0.727, -0.612], [-0.776, 0.722, 0.456], [-0.557, -0.624, -1.110], [1.209, 1.824, 0.409], [-0.238, -0.471, 0.104], [-0.190, -0.455, -0.063], [-0.660, -1.130, 0.120], [-0.151, 0.043, -0.158], [0.116, 0.212, 0.419], [0.218, -0.012, 0.088], [0.304, 0.082, -0.215], [-0.402, 0.194, -0.069], [0.445, -0.006, 0.349], [-0.297, 0.278, 0.364], [0.360, -0.005, -0.147], [-0.160, -0.339, 0.813], [-0.077, 0.107, 0.121], [1.292, 0.222, -1.041], [0.668, -1.141, 1.809], [0.256, 0.581, -0.136], [-0.302, -0.042, -0.595], [-0.669, 0.173, -0.545], [0.212, 0.159, 0.075], [-0.210, 0.222, -0.118], [-0.115, -0.112, 0.049], [0.219, -0.096, 0.056], [-0.349, 0.018, -0.344], [-1.004, 0.238, 0.384], [-0.064, 0.129, 0.195], [0.249, -0.027, -0.548], [-0.038, 0.001, -1.024], [0.744, -0.990, 1.603], [-0.912, 0.899, -0.570], [0.514, -1.509, 0.559], [1.307, 0.948, -0.316], [-1.494, 0.481, -0.134], [0.001, 0.070, -0.056], [-0.354, 0.547, 0.428], [-0.251, -0.118, -0.213], [-0.091, -0.269, -0.110], [-0.021, 0.012, 0.039], [0.581, -0.145, -0.169], [0.036, -0.155, -0.111], [-0.650, 0.061, 0.753], [1.978, -0.051, -0.723], [-0.384, 0.066, 0.075], [-0.278, -0.105, -0.360], [0.134, 0.289, -0.139], [-0.796, -0.054, 0.192], [-0.118, 0.056, 0.255], [0.085, -0.169, -0.241], [-0.300, 0.307, -0.022], [0.951, 1.100, -0.729], [0.044, -0.277, 0.026], [-0.068, 0.078, 0.296], [0.075, -0.241, 0.055], [-0.823, -0.379, -0.022], [0.126, -0.476, 0.636], [0.272, 0.135, 0.110], [0.676, -1.459, -0.441], [-0.883, 0.136, 1.455], [0.400, 0.032, -0.222], [-0.216, 1.012, -0.121], [-0.326, -0.058, 0.228], [0.300, 0.232, -0.299], [-0.195, -0.089, -0.689]], "homo_ha": -0.4520, "molar_mass_g_mol": 781.44, "total_energy_ev": -220707.334, "total_charge": 1, "e_lumo_ha": -0.2540, "max_force_ev_per_a": 2.5}